[1]
A structure of composition C23H20N6O6S3Tl, computed with ωB97M-V with the def2-TZVPD basis set.

```
59
C23H20N6O6S3Tl ωB97M-V with the def2-TZVPD basis set
Tl -1.20056 -0.50888 0.52676
C 1.89180 -0.04435 5.25174
O 2.51605 0.01404 3.96887
C 1.68746 -0.28271 2.93970
O 0.52792 -0.59415 3.08805
N 2.35240 -0.16864 1.76688
N 1.71389 -0.42065 0.56095
H 2.67437 0.17498 5.97238
H 1.47363 -1.03331 5.43118
H 1.09391 0.69439 5.32120
H 3.30625 0.15086 1.79242
H 2.10527 -1.21381 0.07038
H 1.64609 0.39497 -0.02904
O 0.51758 1.30575 -3.56184
C 0.21242 1.03605 -2.39961
O 0.05064 -0.10887 -1.87908
C 0.03459 2.22606 -1.43937
C 0.05961 3.54160 -1.95389
C 0.00169 4.59430 -1.09165
C -0.10553 4.35167 0.29750
C -0.12756 5.37319 1.27249
C -0.21050 5.06674 2.60174
C -0.30940 3.72351 3.01734
C -0.30285 2.71155 2.09917
C -0.17836 3.00176 0.72028
N -0.08944 1.97025 -0.16092
H 0.13503 3.66114 -3.02490
H 0.05324 5.61613 -1.45041
H -0.06767 6.40600 0.94823
H -0.19574 5.85366 3.34520
H -0.38966 3.49802 4.07338
H -0.39272 1.67303 2.39124
S 0.55300 -4.17140 -1.37864
C -0.98504 -3.54652 -1.45459
N -1.21197 -2.39276 -2.17866
C -2.43592 -1.84314 -2.29252
C -3.50519 -2.43360 -1.69316
C -3.22613 -3.57683 -0.91222
N -2.04009 -4.11965 -0.81585
H -0.41635 -1.78814 -2.42022
H -2.49942 -0.92334 -2.85850
H -4.50126 -2.02768 -1.77684
H -4.01474 -4.02106 -0.31915
O -5.74642 -2.24334 1.30039
S -5.81407 -0.81576 1.48282
O -6.30936 -0.36277 2.75582
N -4.39451 -0.09451 1.08886
C -4.53388 0.71757 0.05999
S -3.29693 1.62067 -0.63677
C -5.91806 0.79108 -0.48994
C -6.37811 1.56569 -1.54281
C -7.70815 1.43764 -1.91894
C -8.55786 0.55225 -1.26239
C -8.09588 -0.21927 -0.20275
C -6.77661 -0.07271 0.16746
H -5.70087 2.24141 -2.04716
H -8.08966 2.03305 -2.73903
H -9.59316 0.48007 -1.57073
H -8.75101 -0.90302 0.32166
```

Output
- energy above the lowest of the compared OMol25 structures with the same formula, charge and spin (kcal per mole) = 8.8
- charge = -1
- highest occupied orbital energy (eV) = -5.35

natural (NBO) population analysis, charges in e, atoms 1 to 8: 0.7621, -0.2514, -0.5261, 0.8776, -0.6491, -0.4749, -0.6616, 0.1869


[2]
A structure of composition C23H21Cl2N5O5V, computed with ωB97M-V with the def2-TZVPD basis set.

```
57
C23H21Cl2N5O5V ωB97M-V with the def2-TZVPD basis set
V 0.54026 -0.11161 1.05393
O -2.03987 -2.02486 2.64566
C -1.00602 -1.79462 3.58135
C 0.15906 -0.96406 3.13215
N 1.22374 1.38502 4.28166
C -0.37658 1.48087 1.96792
C -1.68625 1.07737 1.31202
O -2.69849 1.73993 1.26761
O -1.49118 -0.09317 0.72950
C 2.49188 0.71807 4.03330
C 3.10939 0.55872 2.62439
O 4.27191 0.92391 2.47061
O 2.42663 -0.07807 1.73667
H -1.93971 -1.39415 1.90554
H -0.58062 -2.76920 3.85623
H -1.45492 -1.39454 4.51241
H 1.06291 -1.21769 3.67664
H -1.59376 0.41526 3.70753
H 1.12472 2.88694 2.38492
H -0.59774 1.93275 4.41685
H 2.54313 -0.28470 4.48663
H 3.20204 1.32399 4.59962
Cl 2.04845 3.75803 -1.89780
C 1.06983 3.84741 -0.46769
C 0.47307 4.99510 -0.13016
C -0.42694 5.07130 1.02091
C -0.56780 4.04884 1.86282
C 0.25476 2.80649 1.70982
Cl -0.22151 0.84422 3.67925
C 0.84841 2.58162 0.28577
N 1.08590 1.43026 -0.16943
H 0.61896 5.87486 -0.74417
H -0.99745 5.98199 1.15773
H -1.26307 4.10623 2.69258
C 0.43389 -3.80775 -1.49439
C 0.05332 -2.74731 -0.69182
N 0.90409 -1.77446 -0.36160
C 2.15347 -1.82958 -0.81005
C 2.64962 -2.89797 -1.54634
C 1.75161 -3.88782 -1.92063
C 4.09189 -2.94926 -1.85460
C 5.04395 -2.81594 -0.93436
C 4.81063 -2.71610 0.52650
C 5.51984 -1.81901 1.30444
C 5.22742 -1.78491 2.65862
N 4.31464 -2.57920 3.20837
C 3.68805 -3.40065 2.36968
N 3.88806 -3.52597 1.06752
H -0.28640 -4.57007 -1.75642
H -0.95130 -2.65662 -0.29685
H 2.79108 -1.00098 -0.52018
H 2.08814 -4.73178 -2.51112
H 4.37985 -3.06688 -2.89438
H 6.07964 -2.77040 -1.25395
H 6.23670 -1.13460 0.87394
H 5.72793 -1.08350 3.31312
H 2.93495 -4.05046 2.80412
```

Output
- energy above the lowest of the compared OMol25 structures with the same formula, charge and spin (kcal per mole) = 168.5
- charge = -1
- expectation value of S² = 2.0173
- highest occupied orbital energy (spin up / spin down) (eV) = -4.49 / -5.02
- 2S+1 = 3

natural (NBO) population analysis, charges in e, atoms 1 to 8: 1.3943, -0.7590, -0.1384, -0.6357, -0.8098, -0.4928, 0.7450, -0.6121


[3]
A structure of composition C23H21F12NNiO5P at a distorted geometry, computed with ωB97M-V with the def2-TZVPD basis set.

```
64
C23H21F12NNiO5P ωB97M-V with the def2-TZVPD basis set
Ni -0.30773 0.14682 0.36050
C 3.32333 -5.53394 0.59829
C 2.83769 -4.10938 0.52967
C 3.33050 -3.21598 -0.41419
C 2.86767 -1.91587 -0.45288
C 1.90886 -1.43768 0.44820
N 1.54294 -0.08476 0.36208
C 2.42793 0.88029 0.75179
C 3.70963 0.54355 1.24008
C 4.61912 1.49340 1.65806
C 4.31302 2.84585 1.63006
C 5.27029 3.89766 2.12738
C 3.05435 3.18958 1.15710
C 2.11688 2.26494 0.70767
C 0.74408 2.77490 0.23518
O -0.07209 1.87544 -0.37343
C 0.93031 3.88982 -0.84652
F 1.67964 3.42362 -1.85572
F -0.25533 4.25448 -1.37375
F 1.50532 5.03878 -0.43392
C -0.01881 3.36005 1.47068
F -1.30774 3.61775 1.17476
F 0.49389 4.50894 1.95822
F -0.02185 2.47409 2.47414
C 1.36285 -2.35057 1.36830
C 1.85398 -3.65649 1.39584
C 0.19725 -1.93699 2.28900
O -0.23940 -0.66766 2.13533
C -1.00772 -2.90383 2.03538
F -0.79573 -4.20727 2.30975
F -1.36182 -2.84793 0.73763
F -2.08257 -2.53791 2.75062
C 0.64590 -2.05586 3.77445
F 0.88018 -3.32618 4.18436
F -0.27081 -1.55607 4.61404
F 1.78094 -1.37227 3.96863
H 4.23356 -5.66661 0.01260
H 3.53772 -5.82720 1.62746
H 2.57427 -6.22904 0.21123
H 4.08560 -3.54022 -1.12271
H 3.25951 -1.21200 -1.17706
H 3.98047 -0.50036 1.30793
H 5.58668 1.16678 2.02749
H 6.26062 3.47260 2.29824
H 5.37620 4.71584 1.41154
H 4.93214 4.33436 3.07100
H 2.79546 4.23923 1.15168
H 1.45599 -4.35487 2.11924
C -2.74095 1.86845 -1.98156
O -3.28129 1.31140 -0.76886
P -2.53707 0.08929 -0.04782
O -3.05866 -1.18740 -0.85506
C -4.31356 -1.81694 -0.59784
O -3.41604 -0.01933 1.28362
C -3.03922 0.77545 2.42256
H -3.32305 2.76258 -2.19100
H -2.86424 1.16033 -2.80414
H -1.69284 2.11736 -1.84740
H -4.38484 -2.65149 -1.29133
H -5.13814 -1.12321 -0.76811
H -4.35025 -2.18124 0.42708
H -3.64339 0.41772 3.25249
H -3.25365 1.82608 2.22726
H -1.98452 0.62982 2.65389
```

Output
- charge = -1
- highest occupied orbital energy (spin up / spin down) (eV) = -3.96 / -3.99

natural (NBO) population analysis, charges in e, atoms 1 to 8: 1.0254, -0.6197, -0.0777, -0.2047, -0.2213, 0.1337, -0.7063, 0.2862


[4]
A structure of composition C23H21FN3V at a distorted geometry, computed with ωB97M-V with the def2-TZVPD basis set.

```
49
C23H21FN3V ωB97M-V with the def2-TZVPD basis set
V -12.70410 8.63408 15.36229
C -13.51379 9.72675 16.40106
C -14.24906 10.61227 17.25027
C -13.71886 11.87353 17.69312
C -14.54252 12.83816 18.39465
C -15.87663 12.58723 18.62196
C -16.39749 11.35478 18.23397
C -15.60869 10.41046 17.61137
H -12.63793 12.13496 17.44583
H -14.05033 13.77032 18.57723
H -16.49832 13.28431 19.16300
H -17.41096 11.04980 18.36462
H -16.02875 9.45865 17.26684
F -12.83445 6.75861 15.62394
C -11.66607 12.26147 11.49122
C -12.31044 10.87400 11.13025
C -13.58723 11.12407 10.33361
C -11.31397 10.01462 10.30415
C -12.59150 10.15294 12.40674
C -12.76550 9.53691 13.46157
H -11.18556 12.74920 10.67011
H -10.89209 12.15330 12.29959
H -12.43220 12.90717 11.84705
H -13.36007 11.43574 9.33138
H -14.17029 11.94676 10.79614
H -14.26316 10.25290 10.20636
H -10.84266 10.49063 9.47165
H -11.83156 9.11444 9.96192
H -10.43442 9.78850 10.93482
N -5.00208 3.97751 10.46012
C -5.66083 4.67431 11.14563
C -6.39604 5.55842 12.00861
C -7.11124 6.66984 11.44493
C -7.79283 7.56429 12.24676
C -7.91737 7.32294 13.64781
C -7.23504 6.19895 14.21619
C -6.52960 5.36305 13.41657
N -8.78059 8.15631 14.45672
C -8.71828 9.52888 14.65674
C -9.84948 9.87604 15.33413
N -10.59359 8.74669 15.61477
C -9.88555 7.73308 15.06102
H -7.10390 6.81854 10.36719
H -8.35666 8.41211 11.89578
H -7.26595 6.09932 15.26908
H -6.02467 4.45893 13.80838
H -7.93003 10.10417 14.24601
H -10.14787 10.84834 15.68092
H -10.19129 6.72506 14.99518
```

Output
- energy above the lowest of the compared OMol25 structures with the same formula, charge and spin (kcal per mole) = 0.0
- charge = -2
- expectation value of S² = 2.2526
- highest occupied orbital energy (spin up / spin down) (eV) = 0.46 / -0.85
- 2S+1 = 3

natural (NBO) population analysis, charges in e, atoms 1 to 8: 1.0084, -0.4144, -0.1051, -0.2266, -0.2342, -0.3132, -0.2226, -0.2314


[5]
A structure of composition C23H21N11OPdS at a distorted geometry, computed with ωB97M-V with the def2-TZVPD basis set.

```
58
C23H21N11OPdS ωB97M-V with the def2-TZVPD basis set
Pd -0.67228 -0.15001 -0.25986
N 0.17362 -3.05845 3.05794
C 0.11024 -2.11160 2.12601
S -1.43642 -1.84003 1.35548
N 1.19554 -1.43113 1.87205
N 1.13539 -0.44919 0.99233
C 2.15070 0.34791 0.80795
C 3.41567 0.14979 1.52763
C 3.97046 1.17420 2.29818
C 5.12765 0.94877 3.02200
C 5.75957 -0.28655 2.96044
C 5.23302 -1.29801 2.16644
C 4.05469 -1.09242 1.47515
C 1.93882 1.47577 -0.10258
C 2.97589 2.32236 -0.49241
C 2.68610 3.42407 -1.28149
C 1.37421 3.65247 -1.66826
C 0.39980 2.74440 -1.27810
N 0.67647 1.68609 -0.52814
H -0.64582 -3.55434 3.36441
H 1.04013 -3.18574 3.55751
H 3.46987 2.12994 2.36162
H 5.53636 1.73884 3.63628
H 6.66350 -0.45790 3.52791
H 5.74639 -2.24442 2.07554
H 3.64497 -1.87391 0.85184
H 3.98461 2.10011 -0.17795
H 3.47635 4.09044 -1.59578
H 1.10818 4.50446 -2.27295
H -0.63472 2.87239 -1.57550
O -2.24569 -0.31154 -1.75337
C -3.50791 -0.29245 -1.61931
C -4.31216 -1.14147 -2.44468
C -5.67660 -1.08001 -2.42015
C -6.32927 -0.17788 -1.56619
C -5.59375 0.63667 -0.72921
C -4.19954 0.58955 -0.70587
C -3.45662 1.37056 0.24548
N -2.17632 1.22257 0.59614
C -1.90662 2.11319 1.58860
C -3.03710 2.83486 1.85147
N -3.99091 2.35727 1.00885
H -3.78058 -1.80912 -3.10693
H -6.25794 -1.72591 -3.06182
H -7.40882 -0.13282 -1.54941
H -6.12492 1.30684 -0.06901
H -0.93866 2.16584 2.05479
H -3.22135 3.61716 2.56327
H -4.93065 2.71343 0.93814
N -0.29209 -4.30253 -3.19641
N 0.30419 -3.21862 -2.67441
N 1.58243 -2.98061 -2.83511
C 1.76657 -1.89043 -2.11418
N 0.61986 -1.49377 -1.55216
N -0.30673 -2.36203 -1.91039
H 0.29843 -4.78677 -3.85952
H -1.24985 -4.15130 -3.47855
H 2.71363 -1.39898 -2.00374
```

Output
- energy above the lowest of the compared OMol25 structures with the same formula, charge and spin (kcal per mole) = 62.0
- charge = +2
- highest occupied orbital energy (spin up / spin down) (eV) = -13.18 / -13.18

natural (NBO) population analysis, charges in e, atoms 1 to 8: 1.1655, -0.7443, 0.2873, 0.0881, -0.3884, -0.2377, 0.3008, -0.0851